[1]
The following is a quantum chemistry calculation of the molecule C3H5FO3 in a non-equilibrium geometry, from OMol25.

## Properties
**SMILES**: C[C@H](F)C(=O)OO
**Kohn-Sham gap**: 11.81 eV
**LUMO energy**: 0.82 eV
**Relative energy (zero: lowest compared OMol25 entry of this formula, charge and spin)**: 2.638 eV
**HOMO level**: -10.99 eV
**F_max**: 3.3 eV Å⁻¹

Structure (XYZ):
```
12
Properties=species:S:1:pos:R:3:nbo_charge:R:1
C -1.5494 -0.4550 -0.3395 -0.6550
C -0.7362 0.6067 0.3745 0.1596
F -0.7551 1.7800 -0.3180 -0.3434
C 0.8551 0.0977 0.4479 0.7305
O 1.4341 -0.1898 1.4564 -0.6016
O 1.3535 0.0944 -0.7638 -0.2321
O 2.7064 -0.2860 -0.8213 -0.4039
H -1.1680 -0.5871 -1.3494 0.2303
H -1.4828 -1.3999 0.1929 0.2268
H -2.5905 -0.1504 -0.3950 0.2259
H -1.0558 0.8090 1.3970 0.1853
H 2.9886 -0.3195 0.1182 0.4775
```

[2]
The following is a quantum chemistry calculation of the molecule C3H5FS in a non-equilibrium geometry, from OMol25.

## Properties
**SMILES**: C=C(F)CS
**Kohn-Sham gap**: 10.04 eV
**LUMO energy**: 0.84 eV
**Relative energy (zero: lowest compared OMol25 entry of this formula, charge and spin)**: 1.581 eV
**HOMO level**: -9.20 eV
**F_max**: 4.7 eV Å⁻¹

Structure (XYZ):
```
10
Properties=species:S:1:pos:R:3:nbo_charge:R:1
C 1.1369 -1.0114 -0.1757 -0.5483
C 0.8986 0.2070 0.2516 0.4600
F 1.6784 1.1435 0.7129 -0.3176
C -0.7088 0.9021 0.0478 -0.6509
S -2.0027 -0.2320 0.4669 0.0244
H 1.9652 -1.5960 -0.1877 0.2155
H 0.2451 -1.5091 -0.4262 0.2067
H -0.8122 1.7765 0.7956 0.2413
H -0.4630 1.4509 -0.8863 0.2423
H -1.9374 -1.1316 -0.5990 0.1266
```

[3]
The following is a quantum chemistry calculation of a structure of composition C3H5HgO4 in a non-equilibrium geometry, from OMol25.

## Properties
**<S²>**: 0.76
**2S+1**: 2
**Kohn-Sham gap (alpha / beta)**: 8.20 / 8.17 eV
**LUMO energy (alpha / beta)**: 0.27 / -1.41 eV
**Relative energy (zero: lowest compared OMol25 entry of this formula, charge and spin)**: 1.491 eV
**HOMO level (alpha / beta)**: -7.93 / -9.58 eV
**F_max**: 5.2 eV Å⁻¹

Structure (XYZ):
```
13
Properties=species:S:1:pos:R:3:nbo_charge:R:1
O 0.9980 -0.9083 0.4136 -0.5041
C 1.4839 -0.1058 -0.5491 0.9870
C 0.0223 -0.2532 1.2290 -0.1440
O 1.4955 -0.5109 -1.7053 -0.6754
O 1.2642 1.1404 -0.2444 -0.4991
C 0.3567 1.1984 1.1238 -0.0791
H 0.1309 -0.6527 2.2417 0.2177
H -1.0748 -0.5435 0.5913 0.2539
H 1.0311 1.6277 1.8694 0.2034
H -0.5199 1.8476 1.0495 0.2233
O -2.0363 -0.7300 -1.6153 -1.2244
H -2.6656 -1.3939 -1.3355 0.4621
Hg -0.4860 -0.7159 -3.0688 0.7787
```

[4]
The following is a quantum chemistry calculation of the molecule C3H5I in a non-equilibrium geometry, from OMol25.

## Properties
**<S²>**: 2.01
**2S+1**: 3
**Kohn-Sham gap (alpha / beta)**: 5.41 / 6.57 eV
**LUMO energy (alpha / beta)**: 0.70 / -3.03 eV
**Relative energy (zero: lowest compared OMol25 entry of this formula, charge and spin)**: 2.097 eV
**HOMO level (alpha / beta)**: -4.71 / -9.60 eV
**F_max**: 9.7 eV Å⁻¹

Structure (XYZ):
```
9
Properties=species:S:1:pos:R:3:nbo_charge:R:1
C 0.1591 1.5327 -0.1375 -0.4332
C 0.3968 0.2552 -0.0883 -0.2689
C -0.6467 -1.2994 0.1603 -0.5802
I 2.4034 -0.3258 0.0012 0.2488
H 0.8905 2.4189 -0.3814 0.1928
H -0.8357 1.9835 -0.2132 0.1971
H 0.0923 -2.0556 -0.0915 0.2151
H -0.9301 -1.2332 1.2368 0.2141
H -1.5295 -1.2764 -0.4863 0.2145
```

[5]
The following is a quantum chemistry calculation of a structure of composition C3H5I2N in a non-equilibrium geometry, from OMol25.

## Properties
**Kohn-Sham gap**: 8.02 eV
**LUMO energy**: -1.20 eV
**Relative energy (zero: lowest compared OMol25 entry of this formula, charge and spin)**: 1.803 eV
**HOMO level**: -9.22 eV
**F_max**: 3.5 eV Å⁻¹

Structure (XYZ):
```
11
Properties=species:S:1:pos:R:3:nbo_charge:R:1
C 0.4225 -1.0277 0.6458 -0.4092
C 1.2289 -0.1164 -0.2552 -0.4247
C -0.2233 0.2873 0.2083 -0.1510
N -1.1896 0.2921 -0.7651 -0.6486
I -3.0803 0.2555 0.2232 0.2575
I -1.0181 2.1640 -1.8380 0.2569
H 0.0586 -1.9302 0.1886 0.2319
H 0.8021 -1.2319 1.7997 0.2280
H 1.9574 0.6099 0.1218 0.2272
H 1.4000 -0.4439 -1.2872 0.2317
H -0.3580 1.1412 0.9582 0.2002
```

[6]
The following is a quantum chemistry calculation of the molecule C3H5I2N3 in a non-equilibrium geometry, from OMol25.

## Properties
**Kohn-Sham gap (alpha / beta)**: 7.21 / 7.86 eV
**LUMO energy (alpha / beta)**: -0.54 / -0.57 eV
**Relative energy (zero: lowest compared OMol25 entry of this formula, charge and spin)**: 0.992 eV
**HOMO level (alpha / beta)**: -7.74 / -8.43 eV
**F_max**: 6.3 eV Å⁻¹

Structure (XYZ):
```
13
Properties=species:S:1:pos:R:3:nbo_charge:R:1
C 1.1310 -0.6629 -0.0976 -0.3267
C -0.1191 -1.2762 -0.6960 -0.3157
C -1.4564 0.9998 0.4357 -0.1346
N -0.7094 1.7933 -0.1917 -0.3092
N 0.5700 1.9276 -0.2444 -0.0123
N 1.2691 0.7903 0.1307 -0.4212
I -0.6924 -3.1366 0.1472 0.1664
I -3.5442 1.0233 0.1010 0.1431
H 1.1064 -1.1803 0.9876 0.2158
H 2.0042 -0.8404 -0.5521 0.2142
H -0.6888 -0.8284 -1.4714 0.2011
H -1.1378 0.3877 1.3575 0.2002
H 2.2674 1.0027 0.0936 0.3789
```

[7]
The following is a quantum chemistry calculation of a structure of composition C3H5IN3 in a non-equilibrium geometry, from OMol25.

## Properties
**<S²>**: 2.03
**2S+1**: 3
**Kohn-Sham gap (alpha / beta)**: 7.44 / 6.57 eV
**Total charge**: +1
**LUMO energy (alpha / beta)**: -6.05 / -8.38 eV
**Relative energy (zero: lowest compared OMol25 entry of this formula, charge and spin)**: 3.726 eV
**HOMO level (alpha / beta)**: -13.49 / -14.95 eV
**F_max**: 6.0 eV Å⁻¹

Structure (XYZ):
```
12
Properties=species:S:1:pos:R:3:nbo_charge:R:1
C 0.4433 -0.8977 0.3452 0.2422
C -0.3081 1.0761 1.4077 0.2376
C -0.4857 -1.1190 -0.7200 -0.7074
N 0.4392 -0.1432 1.3249 -0.2915
N -0.5332 1.5983 0.2431 -0.1239
N -0.2604 1.1693 -0.8370 -0.2481
I 1.5620 1.7943 -1.4199 0.5516
H 1.3750 -1.4617 0.3570 0.2389
H -0.2491 1.3983 2.4011 0.2638
H -1.5425 -0.8663 -0.4598 0.2604
H -0.1516 -0.4464 -1.5916 0.3058
H -0.2889 -2.1021 -1.0506 0.2707
```

[8]
The following is a quantum chemistry calculation of the ion C3H5IN3 with charge +1 in a non-equilibrium geometry, from OMol25.

## Properties
**<S²>**: 2.01
**2S+1**: 3
**Kohn-Sham gap (alpha / beta)**: 7.21 / 6.79 eV
**Total charge**: +1
**LUMO energy (alpha / beta)**: -4.37 / -7.87 eV
**Relative energy (zero: lowest compared OMol25 entry of this formula, charge and spin)**: 2.201 eV
**HOMO level (alpha / beta)**: -11.59 / -14.66 eV
**F_max**: 8.6 eV Å⁻¹

Structure (XYZ):
```
12
Properties=species:S:1:pos:R:3:nbo_charge:R:1
C 0.4859 1.9631 -0.0481 0.3014
C -1.1665 0.6511 0.1096 0.2511
C -0.2823 -1.6042 -0.0035 -0.4223
N -0.7622 1.9111 0.1007 -0.4153
N 0.9949 0.3643 -0.1434 -0.4603
N -0.1730 -0.1684 -0.0138 -0.1203
I 2.8100 -0.5040 -0.1001 0.6031
H 1.2201 2.8017 -0.2211 0.2714
H -2.2737 0.4698 0.1612 0.2674
H 0.5302 -2.0572 -0.4831 0.2397
H -0.2230 -1.9490 1.0682 0.2449
H -1.1603 -1.8782 -0.4264 0.2391
```

[9]
The following is a quantum chemistry calculation of a structure of composition C3H5IN4 in a non-equilibrium geometry, from OMol25.

## Properties
**Kohn-Sham gap**: 8.64 eV
**LUMO energy**: 0.56 eV
**Relative energy (zero: lowest compared OMol25 entry of this formula, charge and spin)**: 2.968 eV
**HOMO level**: -8.08 eV
**F_max**: 5.6 eV Å⁻¹

Structure (XYZ):
```
13
Properties=species:S:1:pos:R:3:nbo_charge:R:1
C -0.6530 -0.9325 0.0858 0.1944
C -1.6558 -0.0429 0.0241 -0.2390
C 1.7696 1.6283 -0.0897 -0.4072
N 0.6115 -0.3908 0.1348 -0.3806
N -0.5388 1.5225 -0.0814 -0.1744
N 0.5207 0.9228 0.0810 0.0895
N -0.7289 -2.2991 0.2315 -0.8160
I -3.6676 0.2026 -0.1041 0.2550
H 1.4567 2.4761 -0.7754 0.2353
H 1.9793 1.8053 0.8821 0.2188
H 2.4006 0.9002 -0.5304 0.2340
H -1.5401 -2.8659 0.1492 0.3926
H 0.0457 -2.9267 -0.0075 0.3976
```

[10]
The following is a quantum chemistry calculation of the molecule C3H5IS in a non-equilibrium geometry, from OMol25.

## Properties
**Kohn-Sham gap (alpha / beta)**: 7.00 / 8.41 eV
**LUMO energy (alpha / beta)**: -0.49 / 0.02 eV
**Relative energy (zero: lowest compared OMol25 entry of this formula, charge and spin)**: 3.182 eV
**HOMO level (alpha / beta)**: -7.50 / -8.39 eV
**F_max**: 3.0 eV Å⁻¹

Structure (XYZ):
```
10
Properties=species:S:1:pos:R:3:nbo_charge:R:1
C 0.1684 0.4905 -0.3350 -0.5545
C -0.7255 -0.6987 -0.4879 -0.3720
C 1.3498 0.3764 0.6695 -0.2944
S -2.2616 -0.8367 0.2093 0.1239
I 3.3492 0.1951 -0.0441 0.1413
H 0.6094 0.7886 -1.2398 0.2285
H -0.5783 1.1758 -0.0041 0.2209
H -0.3246 -1.7167 -0.4885 0.2002
H 0.9213 -0.3442 1.4615 0.1892
H -2.5081 0.5700 0.2590 0.1170
```